Record 1
Density functional theory data (ωB97M-V/def2-TZVPD) for a cluster of 3 separate species, C5H8O2 in total.

Each line ends with the natural charge from an NBO analysis.
Element x y z (Å)
C1 -1.70719 0.10926 0.89600  -0.4439
C2 -1.43372 -0.23567 -0.51933  -0.0787
O1 -0.12360 1.08916 -1.18529  -0.5079
C3 1.01157 1.23668 -0.66312  0.0606
C4 1.74565 -0.56989 0.01638  0.0741
O2 0.92383 -1.18635 0.74210  -0.5068
C5 -1.02035 -1.11910 0.41060  -0.0766
H1 -1.10998 0.89816 1.36527  0.2005
H2 -2.72577 0.04571 1.28940  0.2003
H3 -1.94380 -0.22961 -1.46774  0.2315
H4 1.10555 1.79220 0.28302  0.1422
H5 1.88630 1.25179 -1.32571  0.1645
H6 1.97750 -0.96343 -0.98600  0.1426
H7 2.52834 0.01518 0.51508  0.1652
H8 -1.06022 -2.17528 0.61031  0.2324

Atomic forces in eV per Å
-0.07 0.13 0.14
-0.08 -0.17 0.04
0.26 0.01 0.13
-0.10 0.20 -0.10
0.08 -0.23 0.13
0.17 0.16 -0.20
-0.14 -0.02 -0.13
-0.04 -0.14 -0.07
0.16 0.00 -0.06
0.09 0.02 0.14
-0.05 -0.08 -0.12
-0.11 -0.09 0.08
-0.06 0.04 0.13
-0.16 0.01 -0.04
0.03 0.16 -0.06

Properties
Highest occupied orbital energy (alpha / beta) ... -8.0 / -8.0 eV
LUMO (alpha / beta) ... -0.5 / -0.5 eV
SMILES ... C1=CC1.C=O.C=O
M ... 100.12 g mol⁻¹

=====

Record 2
Density functional theory data (ωB97M-V/def2-TZVPD) for a structure of composition C26H36BN6OTc in a non-equilibrium geometry.

Each line ends with the Mulliken spin population.
Element x y z (Å)
Tc1 0.47198 -0.29941 -0.04379  1.7146
C1 -1.78987 -2.37788 2.79095  0.0029
C2 -0.30016 -2.47304 2.43889  -0.0097
C3 -0.07123 -2.80286 0.94987  0.0343
C4 0.46266 -1.24352 2.82650  0.0230
C5 0.99213 -0.84869 4.05353  0.0223
C6 1.76175 0.27360 3.79145  0.0491
N1 1.67615 0.56795 2.48502  0.0547
N2 0.84131 -0.34537 1.89775  0.0352
B1 2.57524 1.41676 1.56920  -0.0864
N3 3.31716 0.33900 0.63589  0.2628
C7 4.58806 0.10755 0.53126  0.1901
C8 4.73385 -0.98487 -0.35984  0.2813
C9 3.35313 -1.37126 -0.75435  0.2683
N4 2.54146 -0.55577 -0.16887  -0.0686
C10 2.96004 -2.51276 -1.60843  -0.0015
C11 4.08093 -2.88676 -2.59239  0.0152
C12 1.62422 -2.28336 -2.32202  0.0697
N5 1.74308 2.25687 0.60478  0.0509
C13 1.82874 3.54375 0.23944  0.0472
C14 0.99568 3.75681 -0.84915  0.0206
C15 0.42330 2.52265 -1.13780  0.0334
N6 0.86025 1.63155 -0.22429  0.0056
C16 -0.47253 2.06340 -2.24925  -0.0029
C17 -0.54098 3.09858 -3.37043  -0.0004
C18 0.03522 0.70877 -2.77288  0.0188
H1 -2.28631 -3.31767 2.55419  -0.0003
H2 -1.92523 -2.18825 3.85459  -0.0003
H3 -2.28186 -1.58474 2.23261  0.0015
H4 0.12642 -3.28807 3.02911  -0.0003
H5 -0.75123 -2.24102 0.29321  -0.0106
H6 0.99120 -2.69627 0.66618  -0.0068
H7 -0.31367 -3.84282 0.73077  -0.0027
H8 0.86904 -1.33946 5.00368  0.0009
H9 2.37048 0.86649 4.45500  -0.0013
H10 3.36797 2.06184 2.17079  -0.0004
H11 5.32829 0.68775 1.06264  0.0083
H12 5.65891 -1.44585 -0.67783  -0.0190
H13 2.83850 -3.36030 -0.90881  0.0402
H14 4.30062 -2.06597 -3.27677  -0.0044
H15 5.00014 -3.17779 -2.08262  -0.0002
H16 3.76070 -3.74042 -3.18433  0.0007
H17 1.66423 -1.40936 -2.97778  -0.0026
H18 1.38743 -3.15289 -2.93192  0.0032
H19 0.77896 -2.18629 -1.62935  -0.0204
H20 2.47351 4.22960 0.76511  -0.0014
H21 0.85479 4.68289 -1.37827  0.0006
H22 -1.47679 1.92665 -1.85033  0.0053
H23 0.44355 3.27570 -3.80495  0.0002
H24 -1.20290 2.74422 -4.15826  -0.0001
H25 -0.93809 4.04723 -3.00977  0.0001
H26 1.07661 0.76891 -3.09218  0.0002
H27 -0.08540 -0.12206 -2.03939  -0.0176
H28 -0.56462 0.36862 -3.61649  -0.0005
C19 -1.92579 1.73446 1.72209  0.0201
C20 -2.38962 0.77169 0.67259  0.0080
O1 -1.53082 0.03652 0.06104  -0.0495
C21 -3.77317 0.65162 0.32146  0.0053
C22 -4.74265 1.49423 0.91549  0.0056
C23 -6.08333 1.37768 0.55805  -0.0026
C24 -6.46539 0.41929 -0.37920  0.0137
C25 -5.52318 -0.42526 -0.97438  -0.0037
C26 -4.18113 -0.30908 -0.63115  0.0121
H29 -0.88546 1.56404 1.98737  -0.0098
H30 -2.54357 1.65692 2.61506  0.0004
H31 -2.03179 2.75790 1.35272  0.0010
H32 -4.45348 2.24009 1.64367  -0.0003
H33 -6.82691 2.02158 1.00441  0.0000
H34 -7.50907 0.32688 -0.64951  0.0002
H35 -5.84690 -1.16226 -1.69515  0.0000
H36 -3.44452 -0.95869 -1.08445  -0.0033

Atomic forces in eV per Å
-1.10 0.37 0.14
0.10 -0.13 0.03
-0.05 0.01 -0.11
0.33 -0.10 0.35
0.04 0.05 0.17
0.03 -0.06 -0.05
-0.09 -0.08 -0.11
-0.08 0.06 -0.07
0.35 -0.05 0.07
-0.47 0.10 0.17
-0.55 0.28 0.24
-0.17 -0.45 -0.44
0.08 -0.36 -0.18
1.10 -0.05 0.11
0.49 0.60 0.44
0.01 -0.29 -0.26
-0.03 0.03 0.03
0.16 -0.05 -0.06
-0.09 0.18 0.06
-0.10 -0.16 -0.02
0.02 -0.04 -0.09
-0.06 0.05 0.09
0.40 -0.03 0.00
0.23 0.01 -0.08
0.00 -0.08 -0.04
-0.20 0.40 0.02
-0.03 -0.01 0.00
0.00 0.01 0.00
-0.05 0.11 -0.08
0.02 0.02 -0.03
-0.12 0.26 -0.19
-0.20 -0.03 0.09
-0.11 0.01 -0.03
0.00 0.00 0.03
0.04 0.02 0.00
0.09 -0.08 -0.04
0.02 -0.01 -0.01
-0.08 0.00 -0.01
0.06 0.10 -0.06
-0.02 0.00 -0.01
-0.06 0.00 -0.01
0.00 -0.02 -0.03
0.05 -0.17 0.07
0.02 -0.02 -0.04
0.01 -0.01 -0.01
0.03 -0.01 0.02
-0.01 0.02 0.00
-0.16 -0.05 0.07
0.00 0.01 -0.01
0.00 0.02 -0.03
0.01 -0.03 0.01
-0.01 -0.02 0.08
-0.11 -0.12 -0.09
-0.03 -0.04 0.00
0.02 -0.10 -0.10
0.33 -0.13 -0.09
-0.15 0.09 0.19
-0.17 0.02 -0.04
-0.43 -0.15 -0.21
0.63 -0.06 0.06
0.20 -0.02 0.02
0.51 0.18 0.25
-0.58 -0.01 -0.11
-0.02 -0.01 -0.03
-0.01 -0.02 0.02
-0.01 0.00 -0.03
-0.04 -0.01 -0.01
0.02 0.03 0.03
-0.01 -0.01 -0.01
0.05 -0.02 -0.01
-0.04 0.00 -0.01

Properties
Highest occupied orbital energy (alpha / beta) ... -17.1 / -17.1 eV
Charge ... +3
LUMO (alpha / beta) ... -9.0 / -12.9 eV
Spin multiplicity ... 4
M ... 557.43 g mol⁻¹

=====

Record 3
Density functional theory data (ωB97M-V/def2-TZVPD) for a structure of composition C19H17BrF5N4O2STi in a non-equilibrium geometry.

Each line ends with the Mulliken spin population.
Element x y z (Å)
Ti1 -0.69474 -0.46004 0.19499  1.0104
C1 3.86287 3.45787 -0.10795  -0.0001
C2 3.21468 2.76325 1.06281  0.0001
N1 1.76147 2.87898 0.84764  -0.0004
C3 0.77219 1.99240 1.05610  -0.0127
S1 -0.74378 2.01086 0.06856  -0.0153
N2 1.01991 1.12867 1.99842  0.0104
N3 -0.02356 0.16957 2.06085  -0.0298
C4 -0.64883 0.04207 3.16477  0.0092
C5 -0.05040 0.50426 4.43247  0.0018
C6 -1.93662 -0.59165 3.01953  0.0228
C7 -2.76849 -0.95842 4.05834  0.0033
C8 -4.01735 -1.44734 3.81103  -0.0014
C9 -4.41746 -1.52699 2.48041  0.0104
C10 -3.57202 -1.07838 1.47097  -0.0105
N4 -2.35771 -0.67573 1.73405  0.0116
H1 4.94105 3.42966 -0.01142  0.0000
H2 3.50934 4.49335 -0.20119  0.0000
H3 3.54200 2.88245 -0.96376  0.0000
H4 3.53711 3.21431 1.99714  0.0000
H5 3.42432 1.69214 1.03277  -0.0006
H6 1.52053 3.71080 0.34770  0.0003
H7 0.70223 1.31742 4.33287  0.0001
H8 0.51566 -0.37553 4.75731  0.0023
H9 -0.78589 0.82492 5.14932  0.0001
H10 -2.44924 -0.85475 5.07477  -0.0001
H11 -4.52485 -1.83032 4.65946  0.0000
H12 -5.31330 -2.03020 2.11595  0.0006
H13 -3.78235 -1.16198 0.42016  0.0050
Br1 3.16404 0.03977 -2.47825  -0.0007
C11 1.75341 0.18076 -3.69083  -0.0008
C12 2.05104 0.62429 -4.97552  0.0000
C13 1.05951 0.74437 -5.95481  -0.0001
C14 -0.25408 0.36172 -5.61282  0.0004
C15 -0.53563 -0.06768 -4.34325  -0.0011
C16 0.44337 -0.14503 -3.38066  -0.0022
C17 0.02288 -0.59954 -2.03306  0.0201
O1 -1.18719 -0.51935 -1.76893  -0.0267
O2 0.89176 -1.01154 -1.15128  0.0011
H14 3.09899 0.81754 -5.17769  0.0000
H15 1.31525 1.03746 -6.94226  -0.0001
H16 -1.00710 0.53938 -6.38027  -0.0001
H17 -1.55721 -0.28952 -4.06565  0.0003
F1 -2.18542 -3.23565 0.24312  0.0017
C18 -0.88080 -2.73085 0.17609  -0.0063
F2 -0.27174 -2.90934 1.40198  -0.0004
C19 -0.19226 -3.82726 -0.76836  -0.0027
F3 -0.70318 -5.03941 -0.44695  -0.0005
F4 1.12834 -3.84875 -0.62587  0.0005
F5 -0.39077 -3.64306 -2.08880  0.0000

Atomic forces in eV per Å
0.11 -1.44 0.08
-0.19 -0.12 0.08
-0.98 -0.42 -0.02
0.02 1.11 -0.50
0.19 -0.52 0.25
0.95 0.42 0.43
-0.38 -1.27 0.31
0.77 1.69 -0.28
1.47 0.37 -0.29
0.73 0.39 0.30
-1.25 -0.32 -0.39
1.03 0.70 0.18
-0.05 -0.40 -1.47
-0.76 -0.47 -0.30
-0.05 -0.75 0.49
1.13 0.43 0.13
0.21 0.13 -0.12
0.22 -0.17 0.01
0.20 0.15 -0.64
-0.13 -0.20 0.34
0.25 0.12 0.33
-0.36 0.07 -0.37
-0.71 -0.63 -0.39
-0.14 0.10 0.58
-0.26 -0.19 0.44
0.34 -0.01 0.34
-1.01 -0.27 0.27
-0.07 0.33 0.58
-0.50 -0.05 -0.15
0.64 0.16 0.13
-0.35 0.10 -0.74
0.17 -0.03 -0.34
-0.26 -1.03 1.84
0.90 1.09 -1.29
-0.90 0.29 -0.39
0.64 -0.56 0.78
2.75 -0.60 -0.29
-1.58 0.10 0.41
-2.41 1.33 -0.52
-0.16 0.19 -0.23
0.12 0.35 -0.65
-0.11 -0.42 0.37
0.07 -0.12 0.05
0.20 0.22 0.50
-0.15 -0.19 -1.55
-0.10 -0.52 0.71
-0.42 0.73 0.43
0.56 0.16 -0.25
0.19 -0.22 0.51
-0.60 0.19 0.30

Properties
Highest occupied orbital energy (alpha / beta) ... -8.2 / -8.6 eV
LUMO (alpha / beta) ... -1.1 / -1.1 eV
Spin multiplicity ... 2
M ... 588.20 g mol⁻¹

=====

Record 4
Density functional theory data (ωB97M-V/def2-TZVPD) for the molecule C13H16N4O3S in a non-equilibrium geometry.

Each line ends with the natural charge from an NBO analysis.
Element x y z (Å)
C1 1.64935 2.44456 0.17089  -0.4228
N1 1.15571 1.33724 -0.59293  -0.3354
C2 -0.07445 1.21896 -1.17187  0.1376
N2 -0.20662 0.05429 -1.74461  -0.2860
N3 0.91746 -0.62905 -1.54169  -0.2787
C3 1.73841 0.12827 -0.84219  0.2916
C4 3.03817 -0.30124 -0.42368  0.2058
C5 3.65443 -1.50641 -0.65558  -0.2430
C6 4.91423 -1.42585 -0.02728  -0.3110
C7 4.97528 -0.18792 0.53820  0.0995
O1 3.84852 0.50139 0.30466  -0.3952
H1 5.73671 0.30382 1.11070  0.2056
H2 5.67024 -2.18296 0.00120  0.2330
H3 3.23877 -2.32331 -1.20623  0.2443
S1 -1.30959 2.45370 -1.10779  0.2566
C8 -1.75125 2.28438 0.67398  -0.6078
H4 -2.80513 2.53949 0.76054  0.2392
H5 -1.15508 2.99576 1.24592  0.2430
C9 -1.42847 0.88527 1.17322  0.6749
O2 -0.44149 0.71559 1.87284  -0.6516
N4 -2.24981 -0.11419 0.81989  -0.4268
C10 -3.40023 -0.04649 -0.05579  -0.2457
H6 -3.52099 0.94651 -0.48105  0.2187
C11 -3.22667 -1.06009 -1.19834  -0.0972
H7 -4.12981 -1.09361 -1.80940  0.1904
O3 -3.03524 -2.36088 -0.69371  -0.5242
C12 -1.86379 -2.41101 0.08902  -0.0859
H8 -1.76252 -3.44165 0.43191  0.1936
C13 -1.97820 -1.46287 1.28622  -0.2557
H9 -1.05212 -1.44554 1.86119  0.2491
H10 -2.80702 -1.78237 1.92859  0.1931
H11 -0.99198 -2.13736 -0.52075  0.1934
H12 -2.36515 -0.76325 -1.81358  0.2135
H13 -4.29348 -0.30645 0.52655  0.1946
H14 1.11595 3.34558 -0.13447  0.2225
H15 1.48066 2.25762 1.23443  0.2378
H16 2.71517 2.57013 -0.00898  0.2289

Atomic forces in eV per Å
0.30 0.46 0.49
0.00 -0.83 -0.55
-0.14 0.58 -0.06
-0.67 0.41 -0.19
1.02 -0.59 0.11
-0.58 0.62 0.00
0.62 -1.25 -0.24
-0.56 0.77 0.06
0.18 0.53 0.32
0.57 -0.75 -0.07
-0.40 0.38 0.01
0.03 0.14 0.08
0.20 -0.11 0.05
-0.15 -0.16 -0.14
-0.01 -0.09 0.09
0.23 0.16 -0.26
-0.04 0.00 0.00
-0.12 -0.19 0.04
-0.24 0.30 0.16
0.28 0.10 0.17
-0.08 -0.21 0.07
-0.24 -0.19 -0.37
0.00 -0.02 0.05
-0.09 0.41 -0.08
0.02 0.07 0.02
-0.20 -0.20 -0.01
0.19 0.09 0.32
0.05 0.06 0.02
0.25 -0.39 -0.10
-0.13 -0.03 -0.04
0.06 -0.01 -0.01
-0.06 -0.07 0.10
-0.24 -0.03 0.09
0.01 0.06 -0.08
0.04 -0.09 0.01
0.01 0.06 -0.09
-0.12 0.05 -0.01

Properties
Highest occupied orbital energy ... -8.3 eV
LUMO ... 0.5 eV
SMILES ... Cn1c(SCC(=O)N2CCOCC2)nnc1-c1ccco1
M ... 308.36 g mol⁻¹

=====

In hartree, the E_tot values for the records above are, in order, -345.54676 -1520.84561 -5424.79367 -1347.88773.
In kJ/mol, the relative energy (zero: lowest compared OMol25 entry of this formula, charge and spin) values for the records above are, in order, 677.9 0.0 15.9 133.7.